# 1
{"formula": "C4H7N2P", "method": "wB97M-V/def2-TZVPD", "species": ["C", "C", "C", "C", "N", "N", "P", "H", "H", "H", "H", "H", "H", "H"], "coordinates": [[0.558619, 0.108201, 1.759038], [-0.158616, 0.061266, 0.706973], [0.786255, -0.792206, -1.441532], [-0.489086, -0.398006, -0.637611], [0.382448, 0.993286, 2.774012], [-0.600011, 1.871325, 2.683492], [-1.645810, 2.102725, 1.500913], [1.436599, -0.522172, 2.156118], [1.650603, -0.065356, -1.495528], [0.566990, -1.106420, -2.504298], [1.254566, -1.627189, -1.048346], [-1.099378, -1.249918, -0.536336], [-1.050895, 0.292288, -1.123043], [-0.696154, 2.426801, 3.615288]], "forces_ev_per_a": [[2.8, -0.4, 3.3], [-4.0, 3.1, -1.8], [0.0, 1.4, -2.0], [3.4, -1.7, 0.7], [0.1, 1.1, 2.3], [1.4, 0.0, 2.9], [0.4, -2.2, -2.6], [-1.3, 0.5, -1.5], [-1.4, -0.1, 0.2], [-0.1, 0.6, 1.0], [0.7, -1.9, 1.2], [-0.8, -1.3, 0.0], [-1.4, 2.2, -1.5], [0.4, -1.2, -2.2]], "mulliken_charge": [0.0602, -0.2351, -1.1791, -0.2638, -0.6703, 0.1235, -0.0756, 0.3289, 0.3209, 0.3087, 0.3681, 0.2475, 0.3633, 0.3027], "lumo_ev": -0.199, "charge": 0, "gap_ev": 7.39, "largest_force_ha_per_bohr": 0.1055, "e_above_lowest_kcal_mol": 101.2, "e_homo_ev": -7.6}

# 2
{"formula": "C4H7N2P", "method": "wB97M-V/def2-TZVPD", "species": ["C", "C", "C", "C", "N", "N", "P", "H", "H", "H", "H", "H", "H", "H"], "coordinates": [[1.482653, -0.924105, 0.107089], [2.838772, -0.585649, -0.027956], [-0.919729, -0.681945, 0.024558], [-1.748241, 1.532400, -0.181983], [0.323996, -0.158184, -0.070323], [-1.991385, 0.125376, -0.081270], [4.033528, 0.721754, 0.050922], [1.428688, -1.914815, 0.566482], [3.473923, -1.458448, 0.049161], [-1.660484, 1.877307, -1.289633], [-2.378255, 2.157362, 0.437424], [-0.758363, 1.460777, 0.278753], [-2.911239, -0.406736, -0.075103], [-1.213862, -1.745095, 0.211880]], "forces_ev_per_a": [[0.8, 0.5, 0.3], [-1.2, 0.2, 0.2], [2.7, 0.3, 0.0], [0.9, 0.3, -1.3], [-1.3, -1.5, 0.2], [-1.9, -2.5, 0.1], [-1.0, 0.2, -0.4], [-0.7, -0.3, -0.5], [-0.1, -0.6, 0.3], [-0.2, -0.4, 2.0], [-0.5, -0.1, -0.2], [0.2, 1.6, -0.4], [1.6, 1.7, -0.1], [0.7, 0.6, -0.2]], "mulliken_charge": [-0.0597, -0.4619, 0.0446, -0.6453, -0.5178, -0.1648, -0.0286, 0.2163, 0.2402, 0.2047, 0.3285, 0.2850, 0.2610, 0.2978], "lumo_ev": [-0.684, -0.780], "charge": 0, "gap_ev": [6.22, 6.03], "largest_force_ha_per_bohr": 0.0606, "e_above_lowest_kcal_mol": 89.1, "e_homo_ev": [-6.9, -6.8]}

# 3
{"formula": "C4H7N2S", "method": "wB97M-V/def2-TZVPD", "species": ["C", "N", "C", "S", "N", "C", "C", "H", "H", "H", "H", "H", "H", "H"], "coordinates": [[0.817921, -2.616116, 0.112708], [0.831500, -1.360754, 0.376538], [1.116921, -0.192003, 0.014351], [2.519837, 0.541529, -0.294318], [-0.291362, 0.898884, 0.103448], [-0.003214, 2.119563, 0.261486], [-1.598655, 0.541803, -0.248738], [0.744061, -3.382321, 0.937607], [0.999143, -2.827400, -0.906606], [-0.475322, 2.996028, 0.379624], [1.108392, 2.131224, 0.296999], [-1.755862, -0.527358, 0.065680], [-1.639201, 0.561152, -1.335375], [-2.374161, 1.115772, 0.236599]], "forces_ev_per_a": [[0.4, 1.8, 1.6], [-1.5, -3.3, 1.2], [0.7, 3.1, -0.8], [-0.5, -0.4, 0.1], [1.1, 1.3, 0.1], [5.2, -4.0, 0.2], [-1.5, -3.5, -0.1], [-0.1, 1.0, -1.1], [-0.1, -1.0, -1.1], [-2.7, 2.6, 0.1], [-0.4, 1.0, 0.2], [-0.1, 0.9, -0.4], [-0.4, 0.1, -0.1], [0.0, 0.4, 0.0]], "mulliken_charge": [-0.1502, -0.1440, 0.4735, -0.2599, -0.0700, 0.0121, -0.8285, 0.2729, 0.3078, 0.3763, 0.0480, 0.2620, 0.3493, 0.3507], "lumo_ev": -5.234, "charge": 1, "smiles": "C=NC(=S)[N+](=C)C", "gap_ev": 8.50, "largest_force_ha_per_bohr": 0.1272, "e_above_lowest_kcal_mol": 87.5, "e_homo_ev": -13.7}

# 4
{"formula": "C4H7N2S", "method": "wB97M-V/def2-TZVPD", "species": ["C", "C", "C", "C", "N", "N", "S", "H", "H", "H", "H", "H", "H", "H"], "coordinates": [[0.567778, -0.007518, 0.097244], [3.067560, -0.007417, 0.037876], [-1.676972, -0.483118, -0.296289], [-1.841284, 0.925078, 0.076994], [1.849019, 0.057950, -0.132009], [-0.378034, -0.968503, 0.057560], [-0.156882, 1.577432, 0.104107], [3.905002, 0.171012, -0.649916], [3.425754, -0.204346, 1.040547], [-2.479450, -1.202554, 0.020768], [-1.733206, -0.447452, -1.352744], [-2.262776, 1.572418, -0.601275], [-2.227340, 0.938523, 1.172256], [-0.059167, -1.921499, 0.424882]], "forces_ev_per_a": [[-0.7, 1.8, -0.7], [1.6, 0.0, 1.7], [-1.9, -2.1, -1.1], [1.0, -0.3, 5.5], [-1.4, -1.6, -1.1], [3.9, -1.7, 1.7], [0.5, 0.4, 0.1], [-1.0, 0.0, -0.6], [0.2, -0.1, 0.4], [0.8, 0.9, 0.1], [0.0, -0.6, -1.5], [-1.9, 0.9, -1.3], [0.2, 0.7, -2.0], [-1.3, 1.7, -1.1]], "mulliken_charge": [0.3525, -0.1418, -0.6410, -0.4219, -0.1202, -0.1550, -0.0783, 0.2713, 0.2527, 0.3786, 0.2770, 0.4056, 0.2996, 0.3209], "lumo_ev": -4.257, "charge": 1, "gap_ev": 9.43, "largest_force_ha_per_bohr": 0.1083, "e_above_lowest_kcal_mol": 45.8, "e_homo_ev": -13.7}

# 5
{"formula": "C4H7N2S2", "method": "wB97M-V/def2-TZVPD", "species": ["C", "C", "C", "C", "N", "N", "S", "S", "H", "H", "H", "H", "H", "H", "H"], "coordinates": [[-0.716904, 1.044600, -0.631878], [-1.606556, -1.089543, -0.124420], [0.657041, 0.597570, -0.451849], [0.798118, -0.824036, 0.091850], [-1.671273, 0.300570, -0.180793], [-0.420478, -1.592821, 0.015583], [-3.488738, 0.935051, 0.269808], [-4.748072, -0.227501, -0.464757], [-0.804045, 2.141349, -0.849669], [1.274999, 0.586683, -1.480242], [1.174890, 1.404838, 0.111792], [1.486969, -1.348677, -0.398768], [1.109966, -0.816471, 1.141193], [-0.262757, -2.642216, -0.015972], [-2.902359, 0.532590, 1.632883]], "forces_ev_per_a": [[-0.3, 1.2, 1.4], [0.0, -1.7, 0.0], [2.6, -0.7, -3.1], [-1.5, 2.2, 3.1], [0.3, 1.1, -0.7], [-0.6, -1.1, -0.5], [1.3, 0.0, 1.6], [0.1, -0.1, 0.4], [-0.7, -1.2, -0.1], [-1.6, 0.5, 1.9], [-0.3, -0.7, 0.0], [3.0, -1.8, -2.1], [0.0, 0.1, 0.0], [-0.8, 1.8, 0.1], [-1.5, 0.3, -1.9]], "mulliken_charge": [0.0333, -0.1627, -0.4170, -0.7157, -0.1611, -0.0382, 0.1531, -0.0116, 0.3753, 0.3052, 0.3796, 0.4448, 0.2965, 0.2976, 0.2210], "lumo_ev": -5.171, "charge": 1, "gap_ev": 7.91, "largest_force_ha_per_bohr": 0.0807, "e_above_lowest_kcal_mol": 115.7, "e_homo_ev": -13.1}

# 6
{"formula": "C4H7N3", "method": "wB97M-V/def2-TZVPD", "species": ["H", "N", "C", "C", "C", "N", "C", "N", "H", "H", "H", "H", "H", "H"], "coordinates": [[2.418971, 0.632488, -0.714189], [2.207625, 1.088357, 0.173168], [1.000108, 1.047384, 0.539707], [-0.416833, 1.056229, -0.258393], [-0.048532, -0.038412, -1.153651], [-0.038905, -1.302593, -0.918911], [-0.709330, -1.835255, 0.231351], [-1.515162, 1.507204, 0.111062], [-1.496924, 2.139976, 0.911394], [0.808742, 1.421179, 1.536549], [0.356349, 0.289603, -2.109900], [-1.524718, -1.207545, 0.638053], [0.038279, -1.981960, 1.035131], [-1.079670, -2.816655, -0.021371]], "forces_ev_per_a": [[-0.3, 0.6, -0.5], [-0.1, -1.6, 0.3], [-1.2, 3.4, 0.2], [2.9, -2.8, 1.8], [-1.2, -1.8, -2.0], [-0.2, 1.7, -1.0], [0.3, 0.4, 1.2], [-0.6, 0.6, -0.3], [0.4, 0.0, 0.1], [0.0, 0.1, 0.7], [0.4, -0.1, 0.0], [0.3, -0.3, -0.2], [-0.3, 0.0, -0.2], [-0.2, -0.2, 0.0]], "mulliken_charge": [0.2882, -0.5868, -0.0626, 0.5327, -0.3567, -0.4283, -0.8021, -0.5870, 0.2582, 0.3754, 0.4750, 0.3081, 0.2955, 0.2902], "lumo_ev": -0.011, "charge": 0, "smiles": "[H]\\N=C/C(/C=N\\C)=N\\[H]", "gap_ev": 9.21, "largest_force_ha_per_bohr": 0.0850, "e_above_lowest_kcal_mol": 70.6, "e_homo_ev": -9.2}

# 7
{"formula": "C4H7N3", "method": "wB97M-V/def2-TZVPD", "species": ["C", "N", "N", "C", "C", "C", "N", "H", "H", "H", "H", "H", "H", "H"], "coordinates": [[-2.318438, -0.631386, -0.007252], [-1.256759, -0.115091, 0.438811], [-1.038727, 1.246171, 0.130995], [0.188766, 1.537489, 0.053275], [1.362532, 0.597057, 0.046657], [1.329780, -0.793227, -0.525967], [1.444534, -0.604475, 0.897817], [-2.419710, -1.681071, 0.274041], [-3.086625, -0.168803, -0.630172], [0.399960, 2.593255, -0.045921], [2.309951, 1.133005, -0.098673], [2.191958, -1.202412, -1.069545], [0.370726, -1.179146, -0.822269], [0.522047, -0.731361, 1.358205]], "forces_ev_per_a": [[0.0, -0.7, 0.2], [-0.3, 0.7, -0.3], [-0.9, -0.4, 0.6], [0.8, -0.8, -0.3], [0.3, 0.3, -0.3], [-0.3, -0.1, 0.0], [0.1, 0.4, 0.9], [-0.4, 0.2, -0.2], [0.3, 0.3, 0.1], [0.1, 0.1, -0.2], [-0.3, -0.3, 0.3], [-0.3, 0.3, 0.4], [-0.1, 0.1, -0.5], [0.8, 0.0, -0.7]], "mulliken_charge": [-0.3929, -0.1172, -0.6106, -0.1709, 0.0269, -0.2824, -0.5899, 0.2745, 0.2927, 0.3842, 0.3406, 0.2318, 0.1893, 0.4239], "lumo_ev": 0.508, "charge": 0, "smiles": "C=N/N=C\\[C@@H]1CN1", "gap_ev": 9.61, "largest_force_ha_per_bohr": 0.0231, "e_above_lowest_kcal_mol": 70.0, "e_homo_ev": -9.1}

# 8
{"formula": "C4H7N3", "method": "wB97M-V/def2-TZVPD", "species": ["C", "C", "C", "C", "N", "N", "N", "H", "H", "H", "H", "H", "H", "H"], "coordinates": [[-1.474006, 1.036360, 0.072115], [-0.216809, 1.645300, -0.062857], [-0.900304, -1.194393, -0.291507], [0.541480, -0.803933, 0.480311], [-1.855846, -0.219567, -0.076954], [2.332767, 0.558603, -0.121121], [1.093500, 0.419747, -0.023712], [-2.250751, 1.795221, 0.233241], [0.093834, 2.587143, -0.550937], [-0.828269, -1.519849, -1.391656], [-1.209626, -2.145079, 0.099248], [0.184933, -0.746077, 1.500725], [1.306174, -1.630421, 0.568288], [2.829809, 1.498417, -0.322943]], "forces_ev_per_a": [[-0.2, -1.3, -1.2], [3.5, -2.4, 0.2], [3.2, -0.6, -0.9], [-1.3, -3.2, -1.1], [-1.0, 2.8, 1.0], [0.3, -0.3, 0.4], [-1.8, 4.9, -0.2], [0.0, -0.3, -0.1], [-0.1, -0.9, 0.5], [0.5, 1.1, 1.0], [0.0, -0.4, 0.9], [0.0, 1.0, 0.3], [-0.6, 1.0, -0.8], [-2.4, -1.3, 0.0]], "mulliken_charge": [-0.0357, -0.3452, -0.5004, -0.5363, -0.5962, -0.9709, 0.7810, 0.3398, 0.3116, 0.2582, 0.3226, 0.2978, 0.3975, 0.2761], "lumo_ev": [-0.506, -0.507], "charge": 0, "gap_ev": [6.85, 6.85], "largest_force_ha_per_bohr": 0.1024, "e_above_lowest_kcal_mol": 125.8, "e_homo_ev": [-7.4, -7.4]}

# 9
{"formula": "C4H7N3", "method": "wB97M-V/def2-TZVPD", "species": ["C", "N", "C", "N", "C", "C", "N", "H", "H", "H", "H", "H", "H", "H"], "coordinates": [[2.498730, 0.306391, -0.005263], [1.466107, -0.765843, 0.006156], [0.267532, -0.301773, 0.017923], [-0.235582, 0.964466, 0.008517], [-1.632515, 0.943081, -0.001709], [-2.009125, -0.320379, -0.007128], [-0.854844, -1.085678, -0.017814], [2.481133, 1.035879, -0.832075], [3.452325, -0.258443, -0.098031], [2.395118, 0.906361, 0.927510], [0.293949, 1.831580, -0.031177], [-2.268472, 1.804863, 0.001119], [-2.985749, -0.795993, -0.003802], [-0.745810, -2.078777, 0.035499]], "forces_ev_per_a": [[-0.1, -1.2, 0.5], [0.2, 1.4, -0.3], [0.6, -0.7, -0.4], [0.0, 1.9, 0.0], [-0.2, 0.8, 0.0], [-0.6, -1.6, 0.0], [0.1, -0.6, 0.2], [-0.4, -0.3, -0.1], [-0.4, 0.9, 0.5], [0.6, -0.3, -0.3], [-0.1, -0.8, 0.0], [0.2, 0.3, 0.0], [0.3, 0.4, 0.0], [-0.2, -0.1, 0.0]], "mulliken_charge": [-0.8100, -0.6486, 0.2752, -0.0844, -0.4168, -0.2836, -0.0733, 0.2582, 0.2720, 0.2824, 0.2346, 0.4008, 0.3802, 0.2133], "lumo_ev": 0.920, "charge": 0, "smiles": "CN=c1[nH]cc[nH]1", "gap_ev": 8.20, "largest_force_ha_per_bohr": 0.0376, "e_above_lowest_kcal_mol": 12.1, "e_homo_ev": -7.3}

Question: Number 3 is which compound?
Answer: C4H7N2S

Question: What is the formula in the fourth record?
Answer: C4H7N2S